Entry a
The following is a DFT calculation (ωB97M-V/def2-TZVPD) of the molecule CH2F2N2.

Last column: Mulliken charge in e.
Element x y z (Å)
H -1.651 1.418 0.120  0.1889
N -0.606 1.499 0.123  -0.4859
C -0.378 -0.134 0.013  0.3460
F -1.396 -0.986 0.047  -0.1675
N 0.882 -0.590 -0.042  -0.0767
F 1.896 0.386 0.043  -0.1260
H 1.253 -1.593 -0.304  0.3212

Results
E_LUMO (alpha / beta): 0.36 / 0.36 eV
HOMO (alpha / beta): -8.76 / -8.76 eV
frontier orbital gap (alpha / beta): 9.12 / 9.11 eV
SMILES: [H]/N=C(\F)NF

Entry b
The following is a DFT calculation (ωB97M-V/def2-TZVPD) of a cluster of 2 separate species, CH2F2N2 in total.

Last column: Mulliken charge in e.
Element x y z (Å)
N 1.691 -2.070 -1.040  -0.2830
C 0.603 -1.805 -1.184  0.4429
F -0.543 -1.364 -1.173  -0.1663
N -0.582 1.334 0.475  -0.3300
F -0.435 0.281 1.389  -0.1923
H 0.482 1.677 0.563  0.2739
H -1.215 1.947 0.970  0.2548

Results
E_LUMO: 0.63 eV
HOMO: -10.84 eV
frontier orbital gap: 11.47 eV
SMILES: N#CF.NF

If we sort the structures by their calculated energies, the order from most to least stable is entry b, entry a.

Entry a
The following is a DFT calculation (ωB97M-V/def2-TZVPD) of a cluster of 2 separate species, CH3FS2 in total.

Last column: Mulliken charge in e.
Element x y z (Å)
C -1.557 -1.798 -0.297  -0.3133
S -1.160 -0.270 0.095  -0.1640
H -2.224 -1.964 -1.139  0.2409
H -1.028 -2.708 0.053  0.2372
F 3.497 -1.586 0.216  -0.2625
S 3.579 0.077 -0.171  0.0847
H 3.812 0.552 1.118  0.1771

Results
E_LUMO: -0.46 eV
HOMO: -8.90 eV
frontier orbital gap: 8.44 eV
SMILES: C=S.FS

Entry b
The following is a DFT calculation (ωB97M-V/def2-TZVPD) of a cluster of 2 separate species, CH3FS2 in total.

Last column: Mulliken charge in e.
Element x y z (Å)
C -0.347 -0.379 1.047  -0.5720
F 1.268 0.238 -2.268  -0.2053
S 0.392 1.202 1.050  -0.0353
S -0.057 1.224 -2.625  0.0496
H -0.963 -0.709 1.808  0.3621
H 0.335 -1.293 1.035  0.2805
H -0.628 -0.283 -0.046  0.1204

Results
E_LUMO (alpha / beta): -4.06 / -4.04 eV
HOMO (alpha / beta): -8.55 / -8.60 eV
frontier orbital gap (alpha / beta): 4.49 / 4.56 eV

If we sort the structures by their calculated energies, the order from most to least stable is entry a, entry b.

Entry a
The following is a DFT calculation (ωB97M-V/def2-TZVPD) of the ion C5H13N2S with charge +1.

Last column: Mulliken spin population.
Element x y z (Å)
C 3.620 -0.828 -0.102  0.9164
C 2.464 -0.376 0.346  0.6624
C -0.935 1.875 -0.455  -0.0049
C -1.858 -1.041 -0.406  0.0037
C -0.117 0.746 0.139  0.0504
N -0.387 0.539 1.495  0.0096
N -0.469 -0.579 -0.591  0.0609
S 1.670 1.041 -0.364  0.2857
H 4.117 -1.653 0.375  0.0183
H 4.116 -0.379 -0.945  0.0147
H 1.973 -0.793 1.215  0.0117
H -0.858 1.890 -1.539  -0.0010
H -0.548 2.823 -0.090  0.0039
H -1.979 1.796 -0.160  0.0024
H -2.544 -0.392 -0.942  0.0024
H -1.968 -2.056 -0.780  -0.0037
H -2.095 -1.019 0.656  -0.0010
H -0.738 1.355 1.975  0.0039
H 0.347 0.108 2.040  0.0016
H 0.177 -1.292 -0.230  -0.0349
H -0.257 -0.450 -1.587  -0.0024

Results
E_LUMO (alpha / beta): -2.97 / -6.02 eV
HOMO (alpha / beta): -8.92 / -14.16 eV
frontier orbital gap (alpha / beta): 5.95 / 8.14 eV
spin multiplicity: 3
total charge: +1

Entry b
The following is a DFT calculation (ωB97M-V/def2-TZVPD) of a cluster of 2 separate species, C5H13N2S in total.

Last column: Mulliken spin population.
Element x y z (Å)
C -0.448 -1.959 -0.508  0.0000
C 0.539 -2.736 -1.252  0.0278
C -2.188 -0.575 1.431  0.0034
C -1.243 0.144 0.601  0.0032
C 1.567 2.923 0.462  0.8329
N 2.125 3.174 -0.688  0.2018
N -0.257 -0.724 -0.138  0.0066
S 1.157 0.176 -0.560  0.9673
H -1.255 -2.633 -0.297  0.0014
H 1.545 -2.128 -1.086  -0.0087
H 0.526 -3.801 -0.950  0.0003
H 0.341 -2.549 -2.319  -0.0013
H -2.787 -1.456 1.026  0.0009
H -1.597 -1.125 2.273  0.0009
H -2.982 0.065 1.830  -0.0010
H -0.707 1.029 1.079  -0.0046
H -1.663 0.688 -0.319  -0.0006
H 0.522 2.717 0.522  -0.0314
H 2.146 2.567 1.309  -0.0053
H 3.114 3.038 -0.945  0.0022
H 1.548 3.164 -1.469  0.0041

Results
E_LUMO (alpha / beta): -4.30 / -7.13 eV
HOMO (alpha / beta): -9.18 / -13.99 eV
frontier orbital gap (alpha / beta): 4.88 / 6.87 eV
spin multiplicity: 3
total charge: +1

If we sort the structures by their calculated energies, the order from most to least stable is entry a, entry b.

Entry a
The following is a DFT calculation (ωB97M-V/def2-TZVPD) of a cluster of 2 separate species, C2H10N2 in total.

Last column: Mulliken charge in e.
Element x y z (Å)
C 0.221 1.377 -1.089  -0.7579
N 1.272 1.075 -0.167  -0.5536
H -0.769 1.457 -0.610  0.2347
H 0.181 0.579 -1.849  0.3036
H 0.446 2.332 -1.594  0.3343
H 2.176 0.767 -0.542  0.2037
H 1.462 1.930 0.368  0.2132
C -1.186 -1.616 0.653  -0.7191
N 0.149 -1.345 0.990  -0.6376
H -1.614 -2.371 1.335  0.2611
H -1.305 -1.972 -0.384  0.2765
H -1.751 -0.676 0.770  0.2381
H 0.131 -0.781 1.847  0.2456
H 0.586 -0.756 0.271  0.3577

Results
E_LUMO: 0.98 eV
HOMO: -8.37 eV
frontier orbital gap: 9.34 eV
SMILES: CN.CN

Entry b
The following is a DFT calculation (ωB97M-V/def2-TZVPD) of a cluster of 2 separate species, C2H10N2 in total.

Last column: Mulliken charge in e.
Element x y z (Å)
C 0.525 -0.537 0.686  -0.8355
N 1.210 0.468 -0.121  -0.3937
C 1.693 -0.042 -1.421  -0.7794
H 1.236 -1.146 1.252  0.3113
H -0.221 -1.078 0.111  0.2575
H -0.113 -0.028 1.414  0.3286
H 1.990 0.859 0.407  0.2303
H 2.292 0.775 -1.805  0.3204
H 2.263 -0.964 -1.278  0.2904
H 0.840 -0.352 -2.022  0.2608
N -2.918 0.203 0.786  -0.6766
H -3.192 -0.609 0.217  0.2270
H -2.895 0.939 0.073  0.2242
H -3.734 0.437 1.362  0.2347

Results
E_LUMO: 1.11 eV
HOMO: -8.38 eV
frontier orbital gap: 9.49 eV
SMILES: CNC.N

If we sort the structures by their calculated energies, the order from most to least stable is entry b, entry a.

Entry a
The following is a DFT calculation (ωB97M-V/def2-TZVPD) of a cluster of 2 separate species, C2H10N2 in total.

Last column: Mulliken charge in e.
Element x y z (Å)
C -1.986 2.153 -1.292  -0.6646
N -2.851 1.082 -0.777  -0.5520
H -2.637 2.806 -1.898  0.2842
H -1.219 1.712 -1.951  0.2650
H -1.481 2.769 -0.529  0.2352
H -2.287 0.464 -0.184  0.2090
H -3.564 1.492 -0.163  0.2226
C 2.139 -1.539 0.456  -0.5129
N 2.277 -2.298 1.663  -0.5381
H 2.218 -2.231 -0.399  0.2601
H 2.923 -0.769 0.358  0.2401
H 1.154 -1.045 0.419  0.1496
H 2.193 -1.726 2.510  0.1960
H 3.121 -2.868 1.787  0.2058

Results
E_LUMO: 0.91 eV
HOMO: -9.04 eV
frontier orbital gap: 9.96 eV
SMILES: CN.CN

Entry b
The following is a DFT calculation (ωB97M-V/def2-TZVPD) of a cluster of 2 separate species, C2H10N2 in total.

Last column: Mulliken charge in e.
Element x y z (Å)
C 2.097 -3.802 1.634  -0.6548
N 1.080 -3.901 2.677  -0.6040
H 2.034 -2.832 1.113  0.2790
H 1.945 -4.608 0.897  0.2469
H 3.108 -3.905 2.064  0.2424
H 1.399 -4.637 3.317  0.2394
H 1.094 -3.029 3.217  0.2545
C 1.567 0.042 4.881  -0.4914
N 0.227 0.622 5.174  -0.5903
H 2.035 0.583 4.041  0.2622
H 1.560 -1.035 4.645  0.0626
H 2.179 0.200 5.785  0.2720
H 0.503 1.569 5.456  0.2429
H -0.132 0.166 6.020  0.2385

Results
E_LUMO: 0.94 eV
HOMO: -9.35 eV
frontier orbital gap: 10.29 eV
SMILES: CN.CN

Entry c
The following is a DFT calculation (ωB97M-V/def2-TZVPD) of a cluster of 2 separate species, C2H10N2 in total.

Last column: Mulliken charge in e.
Element x y z (Å)
N -0.011 2.193 3.277  -0.5013
C 0.618 1.164 2.462  -0.2580
N -0.283 0.447 1.608  -0.5867
H 0.573 2.963 3.572  0.1692
H -0.935 2.432 3.004  0.1850
H 1.478 1.553 1.916  0.2868
H 1.040 0.411 3.152  0.2232
H -1.170 0.154 2.013  0.2391
H -0.571 1.110 0.877  0.2428
C -0.133 -2.497 -4.408  -0.9113
H -0.692 -3.267 -3.874  0.2284
H 0.804 -2.457 -3.853  0.2308
H -0.629 -1.534 -4.273  0.2275
H -0.089 -2.672 -5.474  0.2245

Results
E_LUMO: 1.13 eV
HOMO: -8.90 eV
frontier orbital gap: 10.03 eV
SMILES: NCN.C

If we sort the structures by their calculated energies, the order from most to least stable is entry c, entry a, entry b.